ORCA calculation (ωB97M-V/def2-TZVPD) on a structure of composition C23H35N9O5RbS2.

Output
Energy in hartree: -2587.1117
HOMO level in eV: -5.43
LUMO energy in eV: 1.97
Charge: -1
Frontier orbital gap in eV: 7.4
Maximum force in eV/Å: 0.12
Energy above the lowest of the compared OMol25 structures with the same formula, charge and spin in kJ/mol: 0.0

Atoms and positions in Å:
Rb 0.004 0.688 -0.122
C 3.608 1.052 -0.995
C 3.310 -0.014 0.018
N 3.127 0.169 1.271
N 3.120 1.453 1.717
C 2.943 1.693 3.052
N 2.612 2.964 3.317
S 3.149 0.549 4.264
C 3.206 -1.432 -0.422
C 3.423 -2.476 0.482
C 3.306 -3.772 0.030
C 2.957 -3.998 -1.296
C 2.749 -2.900 -2.110
N 2.881 -1.640 -1.697
H 4.358 1.732 -0.584
H 2.735 1.666 -1.223
H 3.971 0.602 -1.915
H 2.748 2.186 1.080
H 2.287 3.633 2.606
H 2.462 3.181 4.285
H 3.665 -2.238 1.508
H 3.476 -4.602 0.706
H 2.842 -4.999 -1.690
H 2.471 -3.031 -3.152
O -2.540 7.174 -0.852
C -2.011 5.914 -0.854
C -2.606 4.866 -1.538
C -2.015 3.611 -1.474
N -0.881 3.396 -0.813
C -0.311 4.413 -0.167
C -0.844 5.690 -0.137
C 0.978 4.094 0.588
O 1.300 4.835 1.536
O 1.601 3.072 0.191
C -2.700 2.410 -2.163
O -3.630 2.690 -2.931
O -2.254 1.274 -1.848
H -3.340 7.163 -1.389
H -3.516 4.979 -2.115
H -0.361 6.473 0.431
N -0.245 0.408 2.825
C -0.911 1.479 3.567
C -2.403 1.570 3.265
C -2.775 1.843 1.807
N -2.831 0.616 1.009
H -0.807 -0.436 2.838
H 0.653 0.191 3.251
H -0.438 2.428 3.292
H -0.787 1.371 4.653
H -2.809 2.373 3.888
H -2.900 0.647 3.592
H -2.024 2.503 1.365
H -3.721 2.402 1.779
H -2.927 0.841 0.017
H -3.635 0.062 1.277
C 0.012 -5.696 -0.015
N -0.634 -4.965 -1.087
C -1.660 -5.735 -1.775
C -0.744 -3.596 -0.999
S -0.365 -2.772 0.403
N -1.180 -2.986 -2.130
C -1.629 -1.601 -2.119
C -0.824 -3.478 -3.451
H 0.294 -6.680 -0.396
H -0.653 -5.822 0.847
H 0.897 -5.164 0.318
H -2.191 -6.359 -1.051
H -1.231 -6.389 -2.540
H -2.383 -5.074 -2.243
H -2.030 -1.343 -1.145
H -2.411 -1.469 -2.866
H -0.820 -0.913 -2.372
H -0.169 -4.342 -3.371
H -0.294 -2.686 -3.987
H -1.707 -3.748 -4.037

Forces on the atoms, in the same order (eV/Å):
Rb -0.04 0.01 -0.11
C 0.00 0.01 0.04
C -0.02 0.01 0.00
N 0.01 0.01 0.01
N 0.00 0.00 -0.01
C -0.01 -0.01 0.01
N 0.00 0.00 0.00
S 0.00 0.00 0.00
C 0.00 0.00 0.03
C 0.00 0.00 0.00
C 0.00 0.00 0.00
C 0.00 0.00 0.00
C 0.00 0.01 0.00
N 0.00 -0.01 -0.01
H 0.00 0.00 -0.01
H 0.01 0.00 -0.01
H 0.00 0.00 0.00
H 0.00 0.00 0.00
H 0.00 0.01 0.00
H 0.00 0.00 0.00
H 0.00 0.00 0.00
H 0.00 0.00 0.00
H 0.00 0.00 0.00
H 0.00 0.00 0.00
O 0.00 0.00 0.00
C 0.00 0.00 0.00
C 0.00 0.00 0.00
C 0.00 0.01 0.00
N 0.01 -0.01 0.02
C 0.00 0.00 0.00
C 0.00 0.00 0.00
C -0.04 0.00 -0.02
O 0.01 -0.01 0.01
O 0.05 0.02 0.03
C -0.01 0.00 0.00
O 0.00 0.00 0.00
O -0.01 0.01 0.01
H 0.00 0.00 0.00
H 0.00 0.00 0.00
H 0.00 0.00 0.00
N 0.03 0.00 0.02
C -0.01 0.00 0.00
C 0.00 0.00 0.00
C 0.00 -0.01 0.02
N 0.01 0.01 0.02
H 0.00 0.00 0.00
H 0.00 0.00 0.00
H 0.00 0.00 0.00
H 0.00 0.00 0.00
H 0.00 0.00 0.00
H 0.00 0.00 0.00
H 0.00 0.00 -0.02
H 0.00 0.00 0.00
H 0.02 0.00 0.01
H 0.00 0.00 0.02
C 0.00 0.00 0.00
N 0.00 0.00 0.00
C 0.00 0.00 0.00
C 0.01 0.00 0.00
S -0.01 -0.01 0.00
N 0.00 0.00 0.00
C 0.00 -0.01 -0.01
C 0.00 0.00 0.00
H 0.00 0.00 0.00
H 0.00 0.00 0.00
H 0.00 0.00 0.00
H 0.00 0.00 0.00
H 0.00 0.00 0.00
H 0.00 -0.01 0.00
H -0.01 0.01 -0.01
H 0.00 0.00 0.00
H 0.01 -0.02 0.00
H 0.00 0.00 0.00
H 0.00 0.00 0.00
H 0.00 0.00 0.00

ORCA calculation (ωB97M-V/def2-TZVPD) on a structure of composition C55H40NOP2PdS3 in a non-equilibrium geometry.

Output
Energy in hartree: -4255.1564
HOMO level in eV: -3.06
LUMO energy in eV: 2.26
Charge: -1
Frontier orbital gap in eV: 5.3
Maximum force in eV/Å: 1.33

Atoms and positions in Å:
Pd -0.177 0.920 -1.222
O 0.210 2.264 2.161
S -0.107 1.015 1.422
C -1.574 0.346 2.266
C -1.954 1.042 3.387
C -2.971 0.605 4.260
C -3.576 -0.589 3.991
C -4.631 -1.367 4.741
C -4.880 -2.632 3.878
C -3.966 -2.473 2.687
C -3.773 -3.256 1.585
C -2.894 -2.794 0.589
C -2.176 -1.614 0.678
P -1.361 -1.032 -0.874
C -2.787 -1.044 -2.013
C -4.096 -0.827 -1.587
C -5.111 -0.627 -2.512
C -4.835 -0.659 -3.870
C -3.534 -0.878 -4.304
C -2.514 -1.049 -3.383
C -0.447 -2.572 -1.284
C -0.834 -3.503 -2.245
C -0.072 -4.643 -2.465
C 1.068 -4.880 -1.715
C 1.458 -3.960 -0.750
C 0.715 -2.810 -0.550
C -2.280 -0.831 1.868
C -3.230 -1.282 2.813
C 1.116 -0.150 2.189
C 0.803 -0.830 3.341
C 1.766 -1.398 4.204
C 3.083 -1.214 3.912
C 4.338 -1.583 4.665
C 5.499 -1.132 3.741
C 4.821 -0.481 2.560
C 5.335 0.107 1.440
C 4.431 0.543 0.457
C 3.053 0.446 0.564
P 2.115 0.828 -0.979
C 2.848 -0.411 -2.139
C 2.288 -0.420 -3.420
C 2.686 -1.346 -4.371
C 3.621 -2.319 -4.046
C 4.147 -2.355 -2.766
C 3.769 -1.409 -1.821
C 2.865 2.438 -1.429
C 2.886 2.859 -2.759
C 3.290 4.144 -3.083
C 3.654 5.038 -2.085
C 3.596 4.643 -0.757
C 3.203 3.354 -0.429
C 2.488 -0.064 1.774
C 3.425 -0.561 2.710
H -1.393 1.942 3.612
H -3.223 1.191 5.136
H -5.537 -0.770 4.862
H -4.285 -1.630 5.743
H -5.923 -2.710 3.563
H -4.641 -3.542 4.430
H -4.306 -4.190 1.448
H -2.798 -3.375 -0.321
H -4.320 -0.794 -0.527
H -6.119 -0.428 -2.167
H -5.628 -0.494 -4.589
H -3.306 -0.876 -5.362
H -1.490 -1.148 -3.717
H -1.731 -3.336 -2.827
H -0.377 -5.354 -3.225
H 1.656 -5.774 -1.887
H 2.354 -4.132 -0.166
H 1.036 -2.072 0.179
H -0.230 -0.912 3.647
H 1.445 -1.921 5.098
H 4.375 -2.653 4.877
H 4.371 -1.064 5.624
H 6.103 -1.981 3.414
H 6.171 -0.437 4.247
H 6.402 0.205 1.278
H 4.830 0.952 -0.463
H 1.499 0.287 -3.649
H 2.248 -1.323 -5.362
H 3.927 -3.053 -4.782
H 4.844 -3.138 -2.490
H 4.185 -1.477 -0.827
H 2.549 2.190 -3.540
H 3.299 4.460 -4.119
H 3.964 6.044 -2.342
H 3.847 5.343 0.031
H 3.126 3.068 0.611
S -0.584 1.809 -3.833
C -1.426 2.876 -2.853
N -1.431 2.870 -1.543
C -2.198 3.871 -1.001
C -2.366 4.114 0.362
C -3.179 5.161 0.765
C -3.824 5.972 -0.167
C -3.662 5.750 -1.528
C -2.851 4.702 -1.934
S -2.446 4.177 -3.544
H -1.840 3.490 1.075
H -3.307 5.354 1.823
H -4.451 6.786 0.176
H -4.152 6.378 -2.261

Forces on the atoms, in the same order (eV/Å):
Pd 0.37 -1.08 0.67
O 0.10 0.42 0.27
S -0.03 -0.10 0.63
C -0.06 0.12 0.00
C 0.22 0.09 -0.17
C -0.18 -0.22 0.05
C 0.09 0.17 0.05
C -0.01 0.05 0.03
C 0.00 -0.05 0.01
C 0.03 0.00 -0.09
C -0.10 -0.06 0.11
C 0.15 0.13 0.10
C -0.11 -0.14 -0.07
P 0.43 0.43 -0.32
C -0.07 -0.09 -0.02
C 0.09 -0.04 -0.06
C -0.04 0.03 0.03
C -0.06 -0.02 -0.04
C 0.01 0.01 -0.02
C -0.14 0.06 0.09
C -0.12 -0.11 -0.02
C 0.03 0.01 0.07
C 0.00 -0.06 -0.03
C 0.01 -0.04 -0.03
C 0.04 0.00 0.03
C -0.04 0.00 -0.07
C -0.19 -0.17 0.06
C 0.09 0.04 -0.10
C -0.22 0.01 -0.11
C -0.12 0.00 -0.06
C 0.19 -0.06 0.05
C -0.14 0.01 -0.03
C -0.02 -0.03 0.02
C 0.03 0.00 0.00
C 0.03 0.02 -0.10
C 0.04 -0.05 0.11
C -0.19 0.03 0.08
C 0.20 0.15 -0.17
P -0.48 0.01 -0.18
C 0.03 0.02 -0.02
C 0.01 -0.02 -0.02
C 0.02 0.00 0.00
C 0.05 -0.02 -0.04
C 0.00 -0.08 -0.01
C -0.06 0.10 -0.02
C 0.14 0.04 0.04
C 0.05 -0.08 0.05
C 0.01 0.04 -0.02
C 0.04 0.05 -0.02
C 0.01 0.00 0.02
C -0.05 -0.04 -0.16
C 0.21 -0.06 -0.03
C -0.11 0.01 -0.06
H 0.02 -0.02 0.01
H 0.00 0.01 -0.01
H -0.01 -0.04 0.01
H -0.02 0.02 0.01
H 0.00 -0.01 0.02
H -0.04 -0.01 -0.01
H 0.00 0.01 -0.02
H -0.02 -0.01 0.01
H -0.04 0.02 -0.03
H 0.00 -0.02 -0.01
H 0.01 0.00 0.00
H 0.01 0.01 0.00
H 0.02 0.03 -0.06
H 0.02 -0.05 0.02
H 0.00 0.01 0.01
H 0.01 0.02 0.00
H 0.00 0.02 -0.01
H 0.02 -0.01 0.02
H -0.01 0.04 -0.02
H -0.02 0.02 0.00
H 0.01 0.01 0.01
H 0.00 -0.03 0.01
H 0.01 0.01 0.02
H 0.01 -0.01 -0.01
H -0.01 0.00 0.01
H 0.04 0.01 0.00
H -0.01 0.00 -0.02
H -0.03 0.02 0.02
H -0.03 -0.01 0.01
H 0.02 0.03 0.01
H 0.02 0.00 0.05
H 0.05 0.06 -0.01
H -0.01 -0.03 -0.01
H -0.02 0.00 0.00
H 0.00 -0.01 0.00
H 0.03 -0.01 0.06
S 0.09 -0.12 -0.56
C -0.45 0.63 0.00
N 0.11 0.01 -0.21
C -0.18 0.16 -0.03
C 0.03 -0.05 -0.03
C 0.07 -0.08 0.04
C -0.08 0.11 -0.01
C 0.02 -0.03 0.07
C 0.05 -0.06 -0.08
S 0.14 -0.17 0.24
H 0.00 0.04 0.02
H -0.01 0.01 -0.01
H 0.00 -0.01 -0.03
H -0.02 0.02 0.03

ORCA calculation (ωB97M-V/def2-TZVPD) on a structure of composition C52H32Cl3CrN5O11S3 in a non-equilibrium geometry.

Output
Energy in hartree: -6721.8694
HOMO level (alpha / beta) in eV: -3.00 / -3.80
LUMO energy (alpha / beta) in eV: 3.49 / 3.32
Charge: -2
Frontier orbital gap (alpha / beta) in eV: 6.5 / 7.1
Maximum force in eV/Å: 2.05
Energy above the lowest of the compared OMol25 structures with the same formula, charge and spin in kJ/mol: 0.0
Multiplicity: 5

Atoms and positions in Å:
Cr 1.297 2.134 0.878
C -0.169 -7.952 2.821
C 0.012 -6.587 2.210
C -0.762 -6.182 1.125
C -0.569 -4.942 0.538
C 0.386 -4.087 1.059
C 1.160 -4.462 2.145
C 0.969 -5.712 2.714
S 0.784 -2.538 0.207
O 0.910 -2.937 -1.217
C -0.887 -1.808 0.387
C -1.511 -1.853 1.653
C -2.711 -1.248 1.864
C -3.378 -0.582 0.812
C -4.637 0.032 1.003
C -5.268 0.664 -0.028
C -4.664 0.717 -1.298
C -3.456 0.118 -1.518
C -2.784 -0.561 -0.473
C -1.513 -1.191 -0.673
C -0.989 -1.255 -2.063
C -1.583 -2.211 -2.944
C -2.547 -3.146 -2.496
C -3.089 -4.067 -3.350
C -2.694 -4.104 -4.701
C -1.763 -3.218 -5.162
C -1.183 -2.257 -4.301
C -0.219 -1.335 -4.764
C 0.346 -0.441 -3.909
C -0.024 -0.409 -2.551
S 0.670 0.980 -1.563
O 0.030 2.125 -2.246
C 2.333 0.858 -2.252
C 3.234 -0.062 -1.746
C 4.512 -0.111 -2.275
C 4.890 0.737 -3.311
C 6.272 0.643 -3.902
C 3.968 1.661 -3.793
C 2.692 1.733 -3.261
H -0.972 -8.499 2.327
H -0.405 -7.872 3.884
H 0.748 -8.536 2.728
H -1.509 -6.856 0.719
H -1.142 -4.643 -0.332
H 1.906 -3.775 2.523
H 1.588 -6.021 3.550
H -1.033 -2.409 2.447
H -3.174 -1.273 2.844
H -5.083 -0.006 1.990
H -6.227 1.142 0.128
H -5.156 1.252 -2.100
H -2.993 0.175 -2.494
H -2.857 -3.127 -1.459
H -3.826 -4.774 -2.991
H -3.132 -4.836 -5.369
H -1.443 -3.236 -6.198
H 0.059 -1.346 -5.811
H 1.075 0.271 -4.265
H 2.956 -0.739 -0.950
H 5.225 -0.813 -1.857
H 6.305 -0.144 -4.661
H 7.003 0.394 -3.133
H 6.562 1.582 -4.373
H 4.256 2.354 -4.576
H 1.979 2.476 -3.594
O 2.910 4.676 -1.906
C 2.124 4.169 -1.119
O 2.331 3.043 -0.522
C 0.796 4.864 -0.881
C 0.644 6.149 -1.317
C -0.605 6.789 -1.257
C -1.731 6.074 -0.882
C -1.610 4.765 -0.474
C -0.319 4.153 -0.326
O -0.179 3.074 0.320
N -2.818 4.036 -0.167
O -3.863 4.680 -0.063
O -2.779 2.827 -0.065
N -0.725 8.161 -1.629
O -1.836 8.683 -1.614
O 0.284 8.776 -1.949
H 1.499 6.679 -1.711
H -2.705 6.535 -0.913
Cl 4.639 -0.764 3.841
C 4.815 -0.169 2.229
Cl 6.387 0.421 1.836
Cl 4.623 -2.266 0.921
C 3.724 0.502 1.708
N 2.771 0.963 1.245
S 2.717 5.230 4.043
C 2.257 4.166 2.943
N 1.926 3.373 2.148
O -1.093 3.305 2.802
C -0.715 2.203 3.118
N 0.179 1.371 2.433
C 0.480 0.295 3.229
O 1.271 -0.598 2.976
C -0.347 0.363 4.477
C -0.461 -0.492 5.553
C -1.370 -0.152 6.552
C -2.129 1.009 6.467
C -2.001 1.868 5.377
C -1.104 1.516 4.393
H 0.139 -1.391 5.621
H -1.486 -0.800 7.412
H -2.831 1.247 7.257
H -2.584 2.777 5.296

Forces on the atoms, in the same order (eV/Å):
Cr -0.42 0.94 -0.06
C 0.05 0.08 -0.03
C 0.00 -0.01 0.09
C 0.04 0.04 -0.10
C -0.08 -0.04 -0.07
C 0.30 0.22 0.10
C -0.03 0.12 -0.03
C -0.05 -0.07 -0.01
S -0.65 -0.28 0.13
O 0.21 0.00 -0.17
C -0.06 0.09 -0.25
C 0.10 0.01 0.15
C 0.07 -0.07 0.10
C 0.04 0.00 -0.21
C -0.06 0.05 -0.01
C -0.04 -0.05 0.09
C 0.05 -0.08 -0.09
C -0.11 -0.03 -0.07
C 0.07 0.15 0.21
C 0.26 -0.15 0.31
C 0.29 0.33 -0.15
C 0.13 -0.07 -0.22
C -0.09 -0.04 0.02
C -0.01 0.01 0.07
C 0.04 0.02 -0.09
C -0.02 -0.04 -0.05
C -0.16 -0.07 0.21
C 0.13 0.15 0.06
C 0.02 0.04 -0.24
C -0.40 -0.17 0.66
S 0.12 -0.45 -1.62
O -0.17 0.27 -0.05
C 0.12 -0.09 0.22
C -0.18 -0.03 -0.05
C 0.07 -0.07 0.00
C 0.00 0.04 0.00
C -0.10 -0.01 0.04
C 0.01 -0.06 0.02
C -0.09 0.10 0.07
H -0.01 -0.01 0.03
H -0.01 -0.04 0.00
H -0.02 -0.03 0.02
H 0.00 0.00 0.01
H 0.02 0.01 0.00
H 0.12 0.03 0.02
H -0.01 0.02 0.01
H 0.10 0.12 0.16
H 0.02 -0.03 0.00
H 0.00 0.04 0.00
H 0.03 0.03 0.02
H 0.03 0.00 -0.01
H 0.02 0.04 -0.01
H 0.00 0.01 0.00
H 0.01 0.01 0.04
H 0.01 0.00 -0.01
H -0.02 -0.02 0.00
H 0.04 -0.01 0.00
H -0.01 -0.06 -0.07
H 0.06 -0.09 0.13
H -0.05 -0.04 0.03
H 0.06 0.01 -0.01
H 0.03 0.01 -0.02
H 0.03 -0.01 0.00
H 0.01 0.02 0.01
H 0.02 0.03 0.01
O -0.01 -0.05 0.14
C -0.19 0.26 -0.09
O 0.00 -0.40 0.28
C -0.13 -0.29 -0.03
C -0.13 0.37 0.01
C 0.24 -0.84 0.15
C -0.15 0.17 -0.08
C 0.75 0.04 -0.05
C -0.04 0.52 0.04
O -1.07 -0.01 -0.33
N -0.57 -0.25 0.15
O 0.14 0.01 0.01
O 0.14 0.24 -0.02
N -0.15 0.66 -0.23
O 0.05 -0.13 0.03
O -0.02 -0.14 0.04
H 0.04 -0.06 -0.02
H -0.01 0.00 0.03
Cl -0.06 0.03 -0.08
C 0.49 -0.12 0.57
Cl -0.10 0.03 -0.13
Cl -0.05 -0.16 -0.17
C -0.56 0.13 -0.41
N 1.66 -1.16 0.35
S 0.22 0.52 0.53
C -0.24 -0.64 -0.60
N 0.38 0.90 0.62
O -0.14 -0.07 0.11
C 0.03 0.18 -0.18
N -0.16 0.04 0.09
C 0.17 -0.34 -0.31
O -0.24 -0.15 0.10
C -0.30 0.19 0.11
C 0.08 -0.11 0.01
C 0.05 -0.09 0.03
C -0.06 0.10 -0.07
C -0.07 0.04 0.03
C 0.13 -0.30 0.07
H 0.01 0.01 -0.05
H 0.00 0.00 0.00
H 0.01 0.00 0.01
H 0.02 0.02 -0.01

> Look up the charge of the third one.

-2

> Number 3 is which compound?

C52H32Cl3CrN5O11S3

> Among the records above, which one has the highest maximum force?

C52H32Cl3CrN5O11S3

> Look up the maximum force of the third one.

2.05 eV/Å